w) Formula: C5H17NO2
Source: the OMol25 dataset
Level of theory: wB97M-V/def2-TZVPD

Output
HOMO energy = -8.5 eV
Net charge = 0
Orbital gap = 2.82 eV
LUMO energy = -5.679 eV

CARTESIAN COORDINATES (ANGSTROEM)
1 C -1.334 1.245 0.763
2 C -2.562 1.116 -0.173
3 C -0.087 1.295 -0.155
4 N 0.050 -0.002 -0.832
5 C 0.510 -1.081 0.073
6 C 0.326 -2.483 -0.481
7 H -1.156 2.038 1.546
8 H -1.397 0.162 1.233
9 H -2.442 0.203 -0.750
10 H -2.498 1.996 -0.841
11 H -3.513 1.137 0.376
12 H 0.821 1.624 0.356
13 H -0.350 2.154 -0.772
14 H 0.818 0.204 -1.486
15 H 1.520 -0.882 0.389
16 H -0.090 -1.020 0.982
17 H -0.743 -2.680 -0.663
18 H 0.877 -2.694 -1.409
19 H 0.686 -3.144 0.326
20 H 4.982 1.192 0.332
21 H 3.617 0.881 -0.304
22 O 4.306 0.482 0.454
23 H -2.672 -1.447 1.603
24 H 2.514 1.151 -1.288
25 O -2.181 -1.444 0.721

x) Formula: C5H17NO2
Source: the OMol25 dataset
Level of theory: wB97M-V/def2-TZVPD

Output
SMILES = CC(C)[C@H](C)N.O.O
HOMO energy = -9.4 eV
Net charge = 0
Orbital gap = 10.03 eV
LUMO energy = 0.651 eV

CARTESIAN COORDINATES (ANGSTROEM)
1 C 2.327 0.133 -0.396
2 C 1.231 -0.512 0.444
3 C 1.614 -1.964 0.798
4 C -0.192 -0.328 -0.073
5 C -1.242 -0.814 0.925
6 N -0.415 -0.988 -1.376
7 H 2.328 1.225 -0.313
8 H 2.111 0.092 -1.468
9 H 3.309 -0.224 -0.104
10 H 1.290 0.017 1.403
11 H 2.429 -1.957 1.517
12 H 0.802 -2.600 1.138
13 H 2.008 -2.421 -0.118
14 H -0.356 0.722 -0.323
15 H -1.952 -1.547 0.535
16 H -0.790 -1.323 1.774
17 H -1.851 0.010 1.282
18 H 0.391 -0.884 -1.978
19 H -0.693 -1.956 -1.327
20 O -2.388 2.610 1.098
21 H -2.037 1.840 0.645
22 H -3.091 2.220 1.617
23 O -1.559 3.183 -2.162
24 H -1.677 2.241 -2.341
25 H -1.594 3.226 -1.197

y) Formula: C5H17NO2
Source: the OMol25 dataset
Level of theory: wB97M-V/def2-TZVPD

Output
HOMO energy = -8.8 eV
Net charge = 0
Orbital gap = 6.78 eV
LUMO energy = -2.044 eV

CARTESIAN COORDINATES (ANGSTROEM)
1 C 0.395 -1.947 1.064
2 C 0.024 -0.653 0.384
3 N 0.563 0.558 1.103
4 C 0.402 1.696 0.191
5 C 1.424 1.609 -0.979
6 C -0.287 0.697 2.326
7 H -0.435 -2.194 1.704
8 H 0.524 -2.766 0.362
9 H 1.303 -1.796 1.643
10 H -0.996 -0.311 0.246
11 H 0.244 -0.711 -0.747
12 H 0.624 2.626 0.738
13 H -0.607 1.878 -0.190
14 H 2.060 0.740 -0.734
15 H 2.160 2.367 -0.758
16 H 0.905 1.481 -1.925
17 H -1.089 1.415 2.066
18 H 0.285 1.091 3.154
19 H -0.774 -0.253 2.545
20 H -1.626 -2.603 -2.130
21 H 0.565 -0.898 -1.537
22 O -1.461 -1.935 -1.460
23 H -1.855 0.475 -2.875
24 H -1.241 -0.845 -1.885
25 O -1.108 0.277 -2.306

z) Formula: C5H17NO2
Source: the OMol25 dataset
Level of theory: wB97M-V/def2-TZVPD

Output
SMILES = CC[C@@H](C)NC.O.O
HOMO energy = -8.8 eV
Net charge = 0
Orbital gap = 9.23 eV
LUMO energy = 0.433 eV

CARTESIAN COORDINATES (ANGSTROEM)
1 C -0.254 -0.996 0.803
2 C 0.584 0.288 0.729
3 C -0.151 1.515 1.305
4 C -0.485 1.404 2.793
5 N 0.669 2.672 0.971
6 C 0.048 3.999 1.094
7 H -0.493 -1.432 -0.165
8 H -1.250 -0.791 1.217
9 H 0.091 -1.731 1.531
10 H 1.575 0.122 1.152
11 H 0.672 0.572 -0.317
12 H -1.037 1.556 0.706
13 H -1.015 2.284 3.154
14 H -1.114 0.539 2.992
15 H 0.484 1.282 3.284
16 H 1.443 2.700 1.627
17 H -0.762 4.069 0.386
18 H 0.801 4.763 0.947
19 H -0.442 4.109 2.072
20 O -1.813 -5.176 -3.731
21 H -0.925 -4.949 -4.047
22 H -1.567 -5.296 -2.802
23 O 1.797 -4.251 -5.092
24 H 1.611 -3.830 -5.951
25 H 1.533 -3.422 -4.658

The structure with the greatest stability is x).

w) Formula: C5H17NO2
Source: the OMol25 dataset
Level of theory: wB97M-V/def2-TZVPD

Output
SMILES = CCCN(C)C.O.O
HOMO energy = -8.7 eV
Net charge = 0
Orbital gap = 9.30 eV
LUMO energy = 0.608 eV

CARTESIAN COORDINATES (ANGSTROEM)
1 C 0.430 -0.725 0.553
2 C 0.512 0.645 1.103
3 C -0.859 1.147 1.671
4 N -1.487 2.265 0.989
5 C -2.093 1.821 -0.276
6 C -2.294 3.066 2.009
7 H 0.211 -1.500 1.243
8 H -0.548 -0.837 -0.075
9 H 1.251 -1.043 -0.113
10 H 0.708 1.607 0.383
11 H 1.274 0.452 2.020
12 H -0.473 1.502 2.648
13 H -1.529 0.273 1.799
14 H -2.786 0.969 -0.392
15 H -1.252 1.809 -1.108
16 H -2.725 2.622 -0.746
17 H -3.145 2.599 2.578
18 H -1.797 3.640 2.726
19 H -2.850 3.793 1.514
20 O 4.282 -3.693 -0.759
21 H 4.125 -3.946 -1.697
22 H 4.655 -2.874 -0.943
23 O 0.789 -3.111 -4.161
24 H 0.375 -3.877 -3.727
25 H 0.172 -2.331 -4.033

x) Formula: C5H17NO2
Source: the OMol25 dataset
Level of theory: wB97M-V/def2-TZVPD

Output
SMILES = CC[C@@H](C)CN.O.O
HOMO energy = -9.3 eV
Net charge = 0
Orbital gap = 10.01 eV
LUMO energy = 0.753 eV

CARTESIAN COORDINATES (ANGSTROEM)
1 C 0.276 2.596 0.952
2 C 1.001 1.307 0.597
3 C 0.063 0.104 0.409
4 C -0.891 0.304 -0.758
5 C 0.890 -1.164 0.217
6 N 0.032 -2.335 0.094
7 H 0.998 3.398 1.120
8 H -0.370 2.939 0.143
9 H -0.318 2.501 1.861
10 H 1.577 1.422 -0.326
11 H 1.716 1.055 1.386
12 H -0.489 -0.029 1.346
13 H -1.520 1.186 -0.623
14 H -0.345 0.453 -1.690
15 H -1.533 -0.566 -0.899
16 H 1.515 -1.080 -0.677
17 H 1.641 -1.258 1.016
18 H -0.468 -2.501 0.961
19 H 0.563 -3.187 -0.058
20 O -3.037 -0.939 1.807
21 H -3.724 -0.299 1.912
22 H -2.572 -0.672 1.002
23 O 2.038 0.186 -2.929
24 H 1.396 -0.553 -3.003
25 H 1.791 0.797 -3.623

The structure with the greatest stability is x).

w) Formula: C5H17NO2
Source: the OMol25 dataset
Level of theory: wB97M-V/def2-TZVPD

Output
SMILES = CC(C)N(C)C.O.O
HOMO energy = -7.6 eV
Net charge = 0
Orbital gap = 8.18 eV
LUMO energy = 0.563 eV

CARTESIAN COORDINATES (ANGSTROEM)
1 C -1.245 -0.987 -0.334
2 C 0.243 -1.250 -0.673
3 C 0.832 -0.721 -1.973
4 N 1.010 -0.903 0.628
5 C 0.900 -1.893 1.734
6 C 1.127 0.426 1.018
7 H -1.912 -0.232 -0.805
8 H -1.288 -0.615 0.801
9 H -1.790 -1.927 -0.180
10 H 0.403 -2.394 -0.641
11 H 1.760 -0.270 -1.569
12 H 0.954 -1.380 -2.663
13 H 0.211 0.082 -2.242
14 H 0.867 -2.853 1.234
15 H 1.903 -1.911 2.307
16 H 0.044 -1.902 2.474
17 H 0.621 1.082 0.222
18 H 2.070 0.920 1.177
19 H 0.676 0.442 1.972
20 O -1.789 1.771 1.026
21 H -1.763 1.828 2.036
22 H -1.311 2.448 0.713
23 O -0.410 2.546 -1.602
24 H -0.955 2.034 -1.018
25 H -1.103 2.977 -2.233

x) Formula: C5H17NO2
Source: the OMol25 dataset
Level of theory: wB97M-V/def2-TZVPD

Output
SMILES = CCCCNC.O.O
HOMO energy = -8.5 eV
Net charge = 0
Orbital gap = 8.94 eV
LUMO energy = 0.429 eV

CARTESIAN COORDINATES (ANGSTROEM)
1 C -0.929 0.139 -2.386
2 C 0.186 0.144 -1.340
3 C 1.360 -0.778 -1.646
4 C 2.362 -0.797 -0.465
5 N 2.312 -1.956 0.405
6 C 2.905 -3.158 -0.201
7 H -0.561 -0.366 -3.284
8 H -1.181 1.129 -2.741
9 H -1.865 -0.357 -2.154
10 H 0.618 1.141 -1.254
11 H -0.220 -0.110 -0.361
12 H 0.997 -1.769 -1.847
13 H 1.956 -0.485 -2.514
14 H 3.395 -0.604 -0.731
15 H 2.160 0.089 0.155
16 H 1.377 -2.103 0.720
17 H 2.951 -3.943 0.550
18 H 2.304 -3.586 -1.006
19 H 3.878 -2.819 -0.533
20 O -3.065 4.037 2.360
21 H -3.031 4.644 3.099
22 H -2.399 4.315 1.722
23 O -3.789 1.245 2.532
24 H -3.390 2.108 2.723
25 H -3.807 1.276 1.565

The structure with the greatest stability is x).

w) Formula: C6H7NS
Source: the OMol25 dataset
Level of theory: wB97M-V/def2-TZVPD

Output
HOMO energy (alpha / beta) = -7.3 / -7.3 eV
Net charge = 0
Orbital gap (alpha / beta) = 6.71 / 6.76 eV
LUMO energy (alpha / beta) = -0.549 / -0.523 eV

CARTESIAN COORDINATES (ANGSTROEM)
1 C -0.370 0.850 -1.552
2 C 0.291 1.427 -0.554
3 C 1.114 0.311 1.641
4 C 0.791 -0.955 2.013
5 C -0.733 -0.651 -1.476
6 C -0.941 -0.872 -0.069
7 N 0.407 0.948 0.683
8 S 0.067 -2.052 0.792
9 H -0.674 1.372 -2.553
10 H 0.651 2.466 -0.509
11 H 1.668 0.974 2.220
12 H 1.049 -1.429 2.872
13 H -1.675 -0.623 -2.068
14 H 0.101 -1.186 -2.093
15 H -1.746 -0.580 0.653

x) Formula: C6H7NS
Source: the OMol25 dataset
Level of theory: wB97M-V/def2-TZVPD

Output
SMILES = C[C@@H]1[C@H]2C=CC(=S)N12
HOMO energy = -8.4 eV
Net charge = 0
Orbital gap = 8.04 eV
LUMO energy = -0.375 eV

CARTESIAN COORDINATES (ANGSTROEM)
1 C 1.671 1.659 -1.559
2 C 0.928 0.363 -1.033
3 C -0.486 0.314 -1.423
4 C -1.146 -0.990 -1.243
5 C -1.156 -1.343 0.058
6 C -0.437 -0.351 0.756
7 S 0.058 -0.346 2.306
8 N -0.057 0.673 -0.137
9 H 0.955 2.624 -1.387
10 H 2.043 1.675 -2.620
11 H 2.544 1.815 -0.888
12 H 1.499 -0.603 -0.931
13 H -0.796 1.117 -2.029
14 H -1.616 -1.512 -1.991
15 H -1.403 -2.202 0.578

The structure with the greatest stability is x).

w) Formula: C6H7NS
Source: the OMol25 dataset
Level of theory: wB97M-V/def2-TZVPD

Output
HOMO energy (alpha / beta) = -9.2 / -7.8 eV
Net charge = 0
Orbital gap (alpha / beta) = 8.56 / 7.13 eV
LUMO energy (alpha / beta) = -0.656 / -0.651 eV

CARTESIAN COORDINATES (ANGSTROEM)
1 C -2.318 1.351 -1.027
2 C -1.481 0.550 -0.674
3 C 2.003 0.981 0.645
4 C 0.517 -0.701 -1.151
5 C -0.550 -0.356 -0.220
6 C -0.624 -1.041 1.140
7 N 0.982 1.488 0.960
8 S 2.260 -0.278 -0.551
9 H -2.865 2.257 -1.329
10 H 2.971 1.356 1.205
11 H 0.629 -1.728 -1.390
12 H 0.420 -0.209 -2.082
13 H 0.357 -0.675 1.644
14 H -0.715 -2.138 1.133
15 H -1.585 -0.857 1.699

x) Formula: C6H7NS
Source: the OMol25 dataset
Level of theory: wB97M-V/def2-TZVPD

Output
SMILES = C1=C[C@H]2N[C@@H]1[C@@H]1S[C@@H]12
HOMO energy = -8.3 eV
Net charge = 0
Orbital gap = 9.21 eV
LUMO energy = 0.911 eV

CARTESIAN COORDINATES (ANGSTROEM)
1 C -1.296 -0.699 -0.217
2 C -1.339 0.426 0.507
3 C 0.113 0.674 0.952
4 N 0.656 -0.678 1.093
5 C 0.174 -1.150 -0.225
6 C 0.848 -0.113 -1.157
7 S 2.468 0.548 -0.735
8 C 0.798 1.135 -0.366
9 H -2.130 -1.155 -0.769
10 H -2.172 1.077 0.699
11 H 0.262 1.333 1.808
12 H 0.150 -1.145 1.825
13 H 0.420 -2.213 -0.407
14 H 0.536 -0.130 -2.192
15 H 0.512 2.092 -0.815

The structure with the greatest stability is x).